Below is the molecule C5H11N5O4 in a non-equilibrium geometry, with properties calculated with ωB97M-V/def2-TZVPD.

As for the SMILES: [H]/N=C(/N)N([N+](=O)[O-])[C@](N)(CC)C(=O)O. As for the max |F|: 0.0984 Eh/bohr. For the energy above the lowest of the compared OMol25 structures with the same formula, charge and spin, the calculation gives 0.00 kcal per mole. The HOMO-LUMO gap comes out at 10.13 eV. The calculation puts the HOMO energy at -0.36129 hartree. For the molar mass, the calculation gives 205.17 g/mol.

Atoms and positions in Å:
C -1.58688 -0.65135 -0.05990
C 0.16684 -0.49233 -2.29762
C 1.10970 -1.17971 1.27896
C 0.29645 0.14702 1.45992
C -0.58285 0.46973 0.18943
N 1.02467 -1.36238 -2.43721
N -0.93536 -0.24980 -2.97981
N 0.21971 0.61203 -1.00968
N 1.31373 1.41951 -1.05593
N -1.24150 1.69764 0.52427
O -2.84653 -0.19337 0.11291
O -1.38356 -1.80483 -0.31476
O 2.06395 1.17969 -1.96241
O 1.36408 2.30311 -0.18502
H 0.89725 -1.82988 2.11030
H 0.74009 -1.58710 0.33169
H 2.21191 -1.15315 1.27438
H 0.80330 1.00132 1.52741
H -0.34109 0.10902 2.42499
H 1.75087 -1.69107 -1.81249
H -0.73793 -0.72772 -3.89503
H -1.37307 0.63436 -2.82337
H -1.33103 2.16265 -0.40163
H -0.73754 2.25978 1.24540
H -3.02440 0.71724 0.47011

Atomic forces in eV per Å
C -1.645 0.800 0.685
C 2.400 0.818 4.379
C -0.140 0.839 -0.107
C -2.373 -3.902 0.399
C 1.441 0.002 1.917
N -0.480 -0.796 -0.937
N 0.382 -1.172 -2.034
N -0.502 -1.998 -2.243
N -1.317 -0.142 1.287
N -0.737 1.158 -0.672
O -1.203 -0.690 -0.063
O 0.200 0.639 -0.058
O 1.116 1.121 -0.202
O 0.867 -0.575 -1.136
H -0.401 -0.525 0.030
H 0.403 -0.517 0.480
H -0.402 0.717 -0.233
H 2.754 3.036 0.583
H 0.611 -0.094 -1.772
H -0.358 0.891 0.021
H -1.470 1.125 0.805
H -0.164 0.273 -0.717
H 0.013 0.494 1.488
H -0.492 -0.556 -1.454
H 1.495 -0.947 -0.445

***

Below is a structure of composition C15H22AuN4O4PS, with properties calculated with ωB97M-V/def2-TZVPD.

As for the max |F|: 0.0182 Eh/bohr. For the energy above the lowest of the compared OMol25 structures with the same formula, charge and spin, the calculation gives 16.89 kcal per mole. The HOMO-LUMO gap comes out at 7.06 eV. The calculation puts the HOMO energy at -0.27662 hartree. For the molar mass, the calculation gives 582.37 g/mol.

Atoms and positions in Å:
Au 0.88521 -0.39115 0.44980
C 5.32368 1.15306 3.70945
C 4.39934 1.53669 2.58529
C 3.02733 1.65423 2.80372
C 2.16868 1.96481 1.75993
C 2.68476 2.17042 0.48267
C 4.04501 2.08082 0.25315
C 4.89420 1.76577 1.30573
S 1.52067 2.40319 -0.86627
O 0.36151 3.02471 -0.26833
O 2.20317 3.09050 -1.93108
N 1.09797 0.91287 -1.29255
C 1.84590 0.22301 -2.34346
C 1.17074 -1.15116 -2.45430
O 0.47557 -1.41614 -3.44837
O 1.28799 -1.91101 -1.43549
H 4.87665 1.37804 4.67695
H 6.27585 1.67708 3.63222
H 5.53121 0.08117 3.67868
H 2.63141 1.51661 3.80324
H 1.10900 2.12637 1.92068
H 4.42544 2.27101 -0.74251
H 5.96190 1.70111 1.13182
H 2.90518 0.09432 -2.08341
H 1.76263 0.75417 -3.29129
C -4.17233 -2.52910 -0.33924
N -2.94395 -2.44615 -1.21435
C -3.11175 -1.24752 -2.16686
N -3.35953 -0.06170 -1.43233
C -4.53356 -0.19840 -0.59453
N -4.39688 -1.30315 0.35881
C -3.37581 -1.01593 1.36831
P -1.64841 -0.76761 0.63207
C -1.71004 -2.33284 -0.37903
C -2.19030 0.42034 -0.70131
H -4.03229 -3.34453 0.37148
H -5.02606 -2.74546 -0.98376
H -2.85823 -3.28070 -1.79503
H -3.96350 -1.48650 -2.80746
H -2.19534 -1.17833 -2.75851
H -5.40589 -0.38910 -1.22437
H -4.69102 0.72326 -0.03631
H -3.34016 -1.83424 2.09157
H -3.66159 -0.11115 1.90703
H -1.67483 -3.19150 0.29639
H -0.81586 -2.36705 -1.02037
H -1.34532 0.59324 -1.36807
H -2.41833 1.38363 -0.24040

Atomic forces in eV per Å
Au -0.913 -0.085 -0.198
C -0.045 -0.016 -0.072
C 0.033 -0.024 0.024
C -0.038 -0.021 -0.106
C 0.112 0.203 0.050
C -0.243 -0.012 -0.113
C -0.001 0.047 -0.103
C -0.013 0.005 0.048
S -0.238 -0.461 -0.128
O 0.001 0.003 0.170
O 0.173 -0.001 -0.022
N 0.119 0.512 0.304
C 0.092 0.010 -0.063
C -0.490 -0.156 -0.214
O 0.032 0.118 0.150
O -0.067 -0.121 0.451
H 0.033 0.011 0.022
H 0.009 0.000 0.030
H 0.025 0.003 0.028
H 0.000 -0.003 0.009
H 0.015 -0.065 0.046
H 0.021 -0.015 0.018
H 0.004 -0.006 -0.015
H -0.009 -0.034 -0.048
H 0.000 -0.026 0.042
C -0.322 0.058 0.284
N 0.034 -0.065 -0.188
C 0.168 0.203 -0.135
N -0.052 0.135 -0.193
C -0.029 -0.113 0.043
N -0.009 -0.002 -0.101
C 0.464 0.043 0.180
P 0.146 -0.105 -0.286
C 0.580 0.248 0.084
C 0.223 -0.053 0.278
H 0.073 -0.037 -0.098
H 0.076 -0.008 -0.068
H -0.043 -0.053 0.037
H 0.031 -0.076 0.055
H 0.050 -0.039 0.066
H 0.011 0.002 0.013
H -0.016 0.001 -0.051
H -0.020 0.026 0.002
H -0.015 -0.033 0.010
H -0.048 0.010 -0.069
H -0.039 0.012 -0.082
H 0.093 -0.006 -0.089
H 0.033 -0.014 -0.005

***

Below is a structure of composition C18H27IN2O24S7 in a non-equilibrium geometry, with properties calculated with ωB97M-V/def2-TZVPD.

As for the max |F|: 0.0818 Eh/bohr. For the energy above the lowest of the compared OMol25 structures with the same formula, charge and spin, the calculation gives 0.00 kcal per mole. The HOMO-LUMO gap comes out at 7.53 eV. The calculation puts the HOMO energy at -0.33933 hartree. For the molar mass, the calculation gives 1006.78 g/mol.

Atoms and positions in Å:
I -3.76626 -1.69946 2.46377
C -1.62130 -1.57457 2.43239
C -0.81465 -2.46877 3.26200
C 0.69131 -2.34517 3.24130
C 1.44789 -1.37329 2.46003
C 0.65533 -0.45235 1.58723
N 1.13860 0.56487 0.76005
S -0.26829 1.16062 0.09197
N -1.53499 0.31345 0.74290
C -0.88183 -0.58447 1.59445
H -1.30144 -3.23210 3.91969
H 1.27894 -3.07485 3.88828
H 2.56543 -1.29887 2.49811
C -4.38799 2.96479 -0.10991
C -3.23500 2.86801 -1.08956
O -3.75507 3.37475 -2.32133
S -4.84828 4.51981 -2.00130
O -4.21576 5.78964 -2.11038
O -6.05047 4.19969 -2.69684
O -5.05188 4.18964 -0.43472
H -5.09660 2.14497 -0.25072
H -4.05033 2.97644 0.92518
H -2.87990 1.84643 -1.21281
H -2.40249 3.50847 -0.78460
C 3.28610 -6.71241 4.49367
C 2.34937 -7.89414 4.66078
O 1.12904 -7.33044 5.14545
S 0.94729 -5.84963 4.52936
O 0.09353 -5.93752 3.39576
O 0.71726 -4.94019 5.60141
O 2.46419 -5.65094 4.00304
H 3.70696 -6.40215 5.45353
H 4.09492 -6.92195 3.79509
H 2.73469 -8.63487 5.35917
H 2.14218 -8.37381 3.70041
C 3.25080 0.61588 -1.89923
C 4.37416 1.53736 -1.46658
O 5.45275 1.24416 -2.35851
S 4.85035 0.82344 -3.79898
O 4.87349 1.97321 -4.64532
O 5.41954 -0.42268 -4.17723
O 3.32629 0.57724 -3.32752
H 3.40341 -0.39864 -1.52278
H 2.28108 0.97528 -1.57737
H 4.67280 1.37271 -0.43305
H 4.09906 2.58688 -1.60173
C -7.59006 5.91192 -4.64138
C -6.43615 5.81574 -5.61945
O -6.95580 6.32515 -6.85106
S -8.05044 7.47106 -6.53083
O -7.41574 8.74112 -6.63592
O -9.24990 7.15243 -7.22665
O -8.25479 7.13793 -4.96370
H -8.29928 5.09250 -4.78425
H -7.25376 5.92194 -3.60885
H -6.08089 4.79467 -5.74433
H -5.60348 6.45485 -5.31286
C 8.40949 3.38185 -4.33353
C 7.69220 2.99133 -5.61105
O 8.17141 3.90894 -6.59857
S 9.70129 4.30095 -6.25766
O 10.56147 3.48726 -7.04799
O 9.80465 5.71928 -6.22244
O 9.73206 3.74011 -4.74094
H 7.94587 4.25750 -3.87157
H 8.44053 2.56653 -3.61185
H 6.61204 3.05688 -5.51720
H 7.96874 1.98138 -5.92655
C -4.12753 -6.63055 7.93708
C -3.01117 -5.70160 8.37745
O -1.92495 -5.98884 7.49515
S -2.51330 -6.41334 6.05117
O -2.49081 -5.26842 5.20506
O -1.93507 -7.65754 5.67868
O -4.04153 -6.66870 6.51127
H -3.97163 -7.64408 8.31543
H -5.10816 -6.27472 8.24992
H -2.71844 -5.86434 9.41324
H -3.29106 -4.65363 8.23959

Atomic forces in eV per Å
I 1.414 0.174 -0.120
C 2.897 -1.144 1.188
C 0.098 2.241 -1.890
C 0.437 1.183 -1.044
C -2.635 -0.842 0.497
C -0.687 -0.452 0.664
N -3.499 -2.014 1.183
S 0.111 -0.041 0.226
N 3.837 -1.069 1.268
C -0.271 0.217 -0.259
H 0.591 0.766 -0.744
H -0.947 1.203 -0.919
H -1.346 -0.177 -0.018
C -0.071 -0.685 0.040
C 0.436 0.167 0.447
O -0.791 0.195 0.064
S 0.498 -0.387 0.536
O -0.514 -0.205 -0.134
O 0.420 0.211 -0.019
O 0.319 0.312 -0.653
H 0.068 -0.005 0.025
H -0.097 0.226 -0.066
H -0.181 0.055 -0.230
H -0.020 -0.044 0.039
C 0.347 -0.168 0.486
C 0.150 -0.233 -0.548
O 0.220 0.792 0.122
S 0.204 -0.752 -0.065
O 0.197 0.435 0.338
O -0.172 -0.177 -0.362
O -0.572 -0.209 -0.043
H 0.007 -0.050 -0.028
H -0.163 0.180 -0.110
H -0.223 0.125 0.127
H 0.073 -0.008 0.033
C 0.179 -0.403 0.458
C -0.436 0.498 0.112
O -0.141 -0.516 -0.487
S -0.439 0.031 0.502
O 0.002 -0.620 0.122
O 0.077 0.532 -0.115
O 0.652 0.474 -0.240
H -0.035 0.053 0.041
H -0.091 0.034 -0.229
H 0.200 -0.100 -0.164
H -0.034 -0.041 0.058
C -0.122 -0.537 0.081
C 0.413 0.214 0.456
O -0.707 0.151 0.084
S 0.248 -0.296 0.342
O -0.431 -0.226 -0.063
O 0.380 0.266 -0.013
O 0.363 0.289 -0.659
H 0.065 -0.012 0.021
H -0.136 0.244 -0.112
H -0.143 0.071 -0.222
H -0.016 -0.067 0.059
C -0.492 0.239 0.189
C 0.010 -0.577 0.070
O 0.560 0.515 0.396
S -0.383 -0.288 0.116
O -0.016 0.437 0.240
O 0.092 -0.382 -0.223
O 0.018 -0.079 -0.640
H -0.024 -0.049 -0.007
H 0.236 0.037 -0.091
H 0.122 0.188 -0.195
H -0.048 -0.001 0.074
C 0.067 -0.345 0.468
C -0.377 0.469 0.042
O -0.246 -0.572 -0.378
S -0.183 0.204 0.383
O -0.031 -0.485 0.016
O 0.026 0.474 -0.069
O 0.510 0.418 -0.123
H -0.010 0.050 0.032
H 0.017 0.017 -0.263
H 0.211 -0.092 -0.159
H -0.041 -0.041 0.060